Density functional theory data (ωB97M-V with the def2-TZVPD basis set) for a 10-piece molecular cluster, C50H115N15O10 overall at a distorted geometry.

CARTESIAN COORDINATES (ANGSTROEM)
C  14.287  -28.222  13.014
C  13.988  -27.826  14.467
C  14.436  -26.397  14.688
C  13.494  -25.326  14.160
C  12.114  -25.511  14.739
C  11.549  -26.924  14.562
N  12.574  -27.930  14.863
O  12.111  -29.239  14.983
C  10.435  -27.126  15.604
C  10.971  -27.146  13.133
C  14.768  -28.730  15.423
H  13.817  -29.158  12.692
H  15.366  -28.383  12.948
H  13.982  -27.492  12.262
H  14.680  -26.144  15.731
H  15.413  -26.184  14.230
H  13.437  -25.459  13.068
H  13.897  -24.317  14.263
H  11.418  -24.845  14.211
H  12.027  -25.175  15.779
H  9.957  -26.163  15.804
H  9.671  -27.847  15.322
H  10.962  -27.468  16.492
H  11.516  -27.995  12.709
H  9.921  -27.426  13.207
H  11.055  -26.336  12.409
H  14.438  -29.763  15.293
H  14.500  -28.497  16.454
H  15.846  -28.714  15.270
H  11.852  -29.521  14.085
C  6.802  -25.704  13.109
C  6.305  -24.245  13.143
C  6.715  -23.707  14.513
C  8.141  -23.208  14.651
C  8.390  -22.209  13.538
C  8.258  -22.840  12.155
N  6.982  -23.510  12.051
O  6.678  -24.023  10.792
C  8.373  -21.692  11.164
C  9.417  -23.816  11.918
C  4.817  -24.053  12.973
H  7.823  -25.811  13.464
H  6.739  -26.140  12.113
H  6.149  -26.244  13.802
H  6.056  -22.948  14.966
H  6.524  -24.451  15.304
H  8.863  -24.038  14.602
H  8.382  -22.862  15.659
H  9.398  -21.826  13.715
H  7.665  -21.395  13.621
H  7.564  -20.993  11.398
H  9.343  -21.204  11.095
H  8.158  -21.976  10.127
H  9.227  -24.262  10.925
H  10.369  -23.309  11.746
H  9.470  -24.730  12.503
H  4.177  -24.503  13.739
H  4.500  -24.470  12.011
H  4.513  -23.005  12.933
H  5.901  -23.525  10.513
C  5.731  -18.550  17.530
C  7.020  -19.344  17.625
C  8.253  -18.463  17.287
C  8.650  -17.469  18.367
C  8.859  -18.207  19.687
C  7.671  -19.051  20.115
N  7.314  -19.873  18.953
O  6.480  -20.944  19.333
C  8.171  -20.025  21.192
C  6.544  -18.185  20.701
C  7.071  -20.476  16.600
H  5.763  -17.522  17.884
H  4.874  -19.118  17.916
H  5.346  -18.466  16.500
H  9.094  -19.152  17.168
H  8.156  -17.934  16.334
H  7.946  -16.636  18.385
H  9.682  -17.132  18.213
H  9.095  -17.469  20.468
H  9.772  -18.811  19.640
H  8.692  -19.425  21.946
H  7.307  -20.499  21.662
H  8.827  -20.822  20.850
H  5.577  -18.671  20.543
H  6.601  -18.047  21.780
H  6.553  -17.249  20.142
H  6.579  -20.202  15.669
H  6.641  -21.404  16.991
H  8.096  -20.788  16.393
H  7.028  -21.739  19.154
C  -0.101  -20.772  19.239
C  1.248  -21.097  18.568
C  1.600  -22.497  19.070
C  2.662  -23.273  18.293
C  2.321  -23.244  16.817
C  2.014  -21.847  16.248
N  1.084  -21.146  17.125
O  0.703  -19.873  16.598
C  3.334  -21.087  16.114
C  1.393  -22.044  14.869
C  2.205  -20.016  19.095
H  -0.132  -21.022  20.298
H  -0.926  -21.291  18.738
H  -0.317  -19.703  19.156
H  1.902  -22.434  20.120
H  0.683  -23.099  19.066
H  2.766  -24.245  18.772
H  3.604  -22.720  18.417
H  1.450  -23.866  16.589
H  3.207  -23.608  16.294
H  3.996  -21.099  16.983
H  3.968  -21.496  15.311
H  3.279  -20.037  15.806
H  1.379  -21.086  14.343
H  1.989  -22.783  14.333
H  0.351  -22.366  14.899
H  3.154  -19.964  18.552
H  2.421  -20.165  20.152
H  1.818  -19.013  18.904
H  -0.252  -19.879  16.727
C  11.039  -22.791  18.787
C  12.079  -22.301  19.761
C  11.385  -22.104  21.121
C  12.375  -22.107  22.293
C  13.300  -23.308  22.253
C  14.099  -23.394  20.962
N  13.108  -23.369  19.875
O  13.721  -23.629  18.621
C  15.210  -22.338  20.795
C  14.780  -24.776  20.968
C  12.653  -20.951  19.311
H  10.631  -23.798  18.820
H  11.313  -22.701  17.728
H  10.122  -22.195  18.870
H  10.902  -21.131  21.149
H  10.685  -22.925  21.283
H  11.791  -22.083  23.213
H  13.080  -21.269  22.244
H  12.753  -24.245  22.398
H  13.980  -23.287  23.112
H  14.855  -21.390  20.406
H  15.698  -22.228  21.767
H  16.018  -22.662  20.131
H  15.008  -25.115  19.957
H  15.718  -24.748  21.525
H  14.152  -25.536  21.436
H  11.769  -20.400  18.964
H  13.326  -21.022  18.459
H  13.029  -20.368  20.149
H  14.462  -22.999  18.574
C  6.187  -27.164  21.496
O  6.501  -27.962  20.615
N  6.229  -27.471  22.841
N  5.672  -25.915  21.205
H  6.664  -28.359  23.011
H  5.856  -26.870  23.543
H  5.307  -25.378  21.970
H  5.770  -25.425  20.333
C  11.509  -27.052  19.348
O  10.902  -28.102  19.076
N  11.203  -26.449  20.576
N  12.413  -26.392  18.583
H  10.564  -26.970  21.150
H  11.897  -25.916  21.075
H  12.648  -26.753  17.673
H  12.843  -25.563  18.955
C  8.101  -30.482  18.123
O  6.953  -30.965  18.140
N  9.116  -31.131  17.382
N  8.429  -29.274  18.628
H  8.917  -32.111  17.263
H  10.027  -30.929  17.782
H  9.307  -28.794  18.495
H  7.648  -28.794  19.058
C  4.440  -27.202  16.285
O  5.634  -26.962  16.566
N  3.733  -26.250  15.516
N  3.760  -28.353  16.551
H  4.358  -25.686  14.965
H  2.850  -26.571  15.170
H  4.241  -28.971  17.211
H  2.861  -28.569  16.182
C  7.544  -24.337  18.208
O  7.794  -23.243  18.770
N  8.437  -25.374  18.142
N  6.224  -24.557  17.839
H  8.092  -26.270  17.828
H  9.377  -25.295  18.473
H  5.874  -25.446  17.482
H  5.665  -23.727  17.776

energy above the lowest of the compared OMol25 structures with the same formula, charge and spin = 0.0 kcal/mol
multiplicity = 1
structure (SMILES) = CC1(C)CCCC(C)(C)N1O.CC1(C)CCCC(C)(C)N1O.CC1(C)CCCC(C)(C)N1O.CC1(C)CCCC(C)(C)N1O.CC1(C)CCCC(C)(C)N1O.NC(N)=O.NC(N)=O.NC(N)=O.NC(N)=O.NC(N)=O

Density functional theory data (ωB97M-V with the def2-TZVPD basis set) for C50H115N5O5 as an isolated structure at a distorted geometry.

CARTESIAN COORDINATES (ANGSTROEM)
C  4.098  -2.241  2.457
C  3.385  -3.558  2.585
C  2.076  -3.353  1.729
O  2.137  -2.030  1.247
C  2.967  -1.232  2.075
H  4.824  -2.358  1.652
H  4.652  -1.992  3.362
H  3.246  -3.835  3.630
H  3.997  -4.389  2.234
H  1.151  -3.405  2.304
H  1.998  -4.058  0.903
H  2.373  -0.937  2.940
H  3.401  -0.349  1.607
C  2.108  -2.336  -1.984
C  2.229  -2.495  -0.495
C  3.561  -3.196  -0.241
O  4.208  -3.190  -1.523
C  3.591  -2.244  -2.373
H  1.595  -1.423  -2.285
H  1.590  -3.182  -2.436
H  1.427  -3.089  -0.057
H  2.283  -1.511  -0.029
H  3.389  -4.215  0.105
H  4.197  -2.685  0.482
H  3.815  -2.547  -3.395
H  3.989  -1.241  -2.216
C  0.728  2.977  0.230
C  -0.233  4.153  0.182
C  -1.303  3.709  -0.792
O  -0.672  2.655  -1.553
C  0.711  2.568  -1.230
H  0.394  2.162  0.872
H  1.755  3.185  0.529
H  0.267  5.013  -0.264
H  -0.717  4.446  1.113
H  -1.634  4.574  -1.367
H  -2.127  3.319  -0.195
H  1.325  3.226  -1.845
H  1.033  1.546  -1.432
C  0.734  -0.060  -0.373
C  -0.715  0.379  -0.450
C  -0.977  0.690  1.007
O  -0.384  -0.446  1.632
C  0.749  -0.921  0.889
H  1.277  0.880  -0.269
H  1.048  -0.619  -1.255
H  -1.401  -0.370  -0.847
H  -0.858  1.254  -1.083
H  -2.047  0.742  1.208
H  -0.517  1.655  1.218
H  0.592  -1.982  0.690
H  1.749  -0.784  1.301
C  -1.581  -0.376  3.196
C  -2.590  -1.487  3.478
C  -3.877  -0.668  3.714
O  -3.465  0.607  4.098
C  -2.058  0.678  4.185
H  -1.547  -0.047  2.158
H  -0.551  -0.657  3.418
H  -2.413  -2.167  4.311
H  -2.851  -2.109  2.621
H  -4.546  -1.156  4.422
H  -4.408  -0.455  2.786
H  -1.718  0.474  5.200
H  -1.662  1.656  3.911
C  2.345  3.429  -4.194
C  2.168  2.580  -2.928
N  2.780  1.260  -2.984
C  2.413  0.443  -1.810
C  3.055  0.888  -0.484
C  4.226  1.314  -3.282
C  4.918  -0.052  -3.200
H  1.692  4.301  -4.229
H  2.093  2.700  -4.965
H  3.383  3.750  -4.289
H  2.535  3.083  -2.033
H  1.096  2.500  -2.752
H  1.337  0.574  -1.696
H  2.556  -0.632  -1.928
H  4.128  0.698  -0.487
H  2.783  1.920  -0.263
H  2.554  0.319  0.299
H  4.692  2.002  -2.576
H  4.272  1.701  -4.300
H  4.417  -0.816  -3.794
H  4.987  -0.358  -2.157
H  5.942  0.046  -3.562
C  -3.122  -0.810  0.961
C  -2.192  -2.048  1.107
N  -2.417  -2.979  -0.022
C  -1.928  -2.562  -1.310
C  -0.406  -2.564  -1.456
C  -2.026  -4.350  0.328
C  -2.950  -5.011  1.373
H  -2.814  -0.189  0.121
H  -3.029  -0.170  1.838
H  -4.186  -1.049  0.955
H  -1.193  -1.647  1.275
H  -2.405  -2.570  2.040
H  -2.464  -3.175  -2.034
H  -2.251  -1.532  -1.463
H  -0.029  -3.565  -1.668
H  -0.089  -1.964  -2.308
H  0.156  -2.198  -0.596
H  -1.004  -4.331  0.708
H  -1.921  -4.931  -0.588
H  -3.123  -4.483  2.311
H  -2.518  -5.952  1.715
H  -3.865  -5.230  0.824
C  1.340  -0.111  2.652
C  0.269  0.469  3.574
N  0.495  1.940  3.858
C  0.307  2.765  2.690
C  -1.177  2.880  2.347
C  1.772  2.307  4.571
C  1.901  1.581  5.933
H  1.315  0.347  1.664
H  1.168  -1.181  2.530
H  2.326  -0.052  3.112
H  -0.726  0.337  3.151
H  0.258  -0.080  4.516
H  0.632  3.772  2.951
H  0.886  2.385  1.849
H  -1.269  3.527  1.475
H  -1.509  1.893  2.023
H  -1.835  3.261  3.128
H  1.695  3.378  4.758
H  2.658  2.094  3.973
H  0.921  1.586  6.410
H  2.565  2.088  6.632
H  2.198  0.535  5.853
C  -2.633  -1.193  -2.848
C  -1.647  -0.756  -3.900
N  -0.257  -0.804  -3.510
C  0.564  -0.742  -4.713
C  2.048  -0.985  -4.268
C  0.069  0.180  -2.469
C  0.042  1.656  -2.915
H  -3.633  -1.309  -3.267
H  -2.748  -0.495  -2.019
H  -2.326  -2.177  -2.494
H  -1.796  -1.427  -4.746
H  -1.886  0.266  -4.193
H  0.466  0.180  -5.285
H  0.321  -1.570  -5.378
H  2.640  -1.134  -5.170
H  2.192  -1.887  -3.673
H  2.477  -0.160  -3.699
H  -0.676  0.068  -1.681
H  1.022  -0.092  -2.016
H  -0.924  1.866  -3.373
H  0.110  2.376  -2.100
H  0.842  1.839  -3.633
C  -4.990  -0.234  -1.056
C  -4.992  1.317  -0.860
N  -3.796  1.874  -0.179
C  -2.546  1.574  -0.876
C  -2.462  2.198  -2.314
C  -3.740  1.457  1.255
C  -2.795  2.314  2.101
H  -4.765  -0.731  -0.113
H  -4.310  -0.488  -1.869
H  -5.987  -0.567  -1.344
H  -5.212  1.851  -1.784
H  -5.869  1.537  -0.251
H  -1.659  1.796  -0.283
H  -2.483  0.492  -0.990
H  -2.575  3.281  -2.273
H  -1.542  1.994  -2.863
H  -3.345  1.918  -2.889
H  -3.395  0.426  1.332
H  -4.755  1.442  1.650
H  -1.863  2.678  1.669
H  -2.472  1.749  2.976
H  -3.294  3.209  2.472

energy above the lowest of the compared OMol25 structures with the same formula, charge and spin = 2688.7 kcal/mol
multiplicity = 1

What is the multiplicity in the second record? 1